C23H24F6NO | ωB97M-V/def2-TZVPD

Energy ... -44076.724 eV
Spin multiplicity ... 1
Charge ... +1
Highest occupied orbital energy ... -0.414 Eh
Gap between HOMO and LUMO ... 5.03 eV

Atoms and positions in Å:
C  -0.396  2.965  1.164
C  -0.996  2.072  0.058
C  -2.176  2.809  -0.600
C  0.096  1.784  -0.987
C  -1.534  0.749  0.604
C  -1.505  0.425  1.894
N  -2.121  -0.120  -0.336
C  -3.162  -1.001  -0.087
C  -3.598  -1.855  -1.225
O  -3.722  -1.077  0.987
H  0.454  2.479  1.644
H  -0.039  3.910  0.752
H  -1.135  3.202  1.930
H  -2.602  2.211  -1.405
H  -2.967  2.992  0.127
H  -1.872  3.766  -1.020
H  -0.295  1.210  -1.824
H  0.511  2.707  -1.389
H  0.910  1.214  -0.543
H  -1.934  -0.500  2.218
H  -1.062  1.052  2.640
H  -1.793  -0.060  -1.296
H  -2.834  -1.904  -2.002
H  -3.796  -2.870  -0.885
H  -4.508  -1.459  -1.671
F  -9.008  0.699  -0.951
C  -8.679  1.990  -0.748
F  -8.195  2.533  -1.881
F  -9.755  2.680  -0.323
C  -7.608  2.059  0.324
C  -6.756  3.146  0.390
C  -5.815  3.225  1.382
C  -5.692  2.213  2.355
C  -4.739  2.385  3.387
C  -4.572  1.640  4.579
C  -5.477  0.662  5.040
C  -5.214  -0.061  6.172
C  -4.073  0.185  6.914
C  -3.811  -0.625  8.169
F  -2.511  -0.513  8.503
F  -4.591  -0.145  9.156
F  -4.120  -1.913  7.921
C  -3.211  1.197  6.531
C  -3.450  1.911  5.386
C  -6.526  1.084  2.219
C  -7.479  1.028  1.237
H  -6.843  3.925  -0.350
H  -5.158  4.075  1.431
H  -4.053  3.207  3.254
H  -6.422  0.520  4.550
H  -5.890  -0.830  6.507
H  -2.351  1.411  7.145
H  -2.773  2.693  5.090
H  -6.360  0.212  2.824
H  -8.135  0.178  1.152